(1)
{
  "formula": "C2H5PSi",
  "method": "ωB97M-V with the def2-TZVPD basis set",
  "de_lowest_kj_mol": 2.24,
  "max_force_ev_per_a": 2.50,
  "gap_ev": 9.29,
  "homo_energy_ev": -8.72,
  "elements": ["C", "C", "Si", "P", "H", "H", "H", "H", "H"],
  "xyz": [[0.16892, 0.25997, 0.93718], [0.15765, 0.29534, -0.68307], [-1.15932, -0.80303, 0.09027], [1.63829, -0.45461, 0.03464], [0.11491, 1.12024, 1.57765], [0.07882, 1.25357, -1.33295], [-1.13200, -2.30163, -0.36009], [-2.41390, -0.16577, -0.03540], [2.54663, 0.79593, -0.22822]],
  "atomic_forces_ev_per_a": [[0.0, -1.1, -2.1], [-1.2, 1.1, 0.1], [2.2, 0.0, -1.1], [1.1, 1.8, -0.3], [0.0, 0.1, 0.2], [0.3, -1.9, 1.3], [0.0, 1.2, 0.9], [-1.2, 0.3, 0.2], [-1.2, -1.4, 0.8]]
}

---

(2)
{
  "formula": "C32H32I3N5O4Ru",
  "method": "ωB97M-V with the def2-TZVPD basis set",
  "s_squared": 0.9903,
  "charge": -1,
  "de_lowest_kj_mol": 203.05,
  "spin_multiplicity": 2,
  "max_force_ev_per_a": 1.25,
  "gap_ev": [4.80, 6.52],
  "homo_energy_ev": [-2.62, -4.34],
  "elements": ["Ru", "C", "C", "O", "C", "C", "C", "N", "N", "C", "O", "C", "C", "C", "C", "C", "C", "H", "H", "H", "H", "H", "H", "H", "H", "H", "H", "H", "H", "I", "C", "C", "C", "I", "C", "C", "C", "C", "N", "C", "C", "O", "H", "H", "H", "H", "I", "C", "H", "H", "C", "C", "N", "C", "C", "C", "O", "C", "C", "C", "C", "N", "C", "H", "H", "H", "H", "H", "H", "H", "H", "H", "H", "H", "H", "H", "H"],
  "xyz": [[0.29393, 0.39921, -1.03977], [-2.82946, 2.47249, 1.06724], [-1.83128, 2.13796, -0.01313], [-0.81051, 1.46114, 0.34758], [-2.07730, 2.63243, -1.28849], [-1.33709, 2.41804, -2.47582], [-1.82219, 3.05418, -3.74581], [-0.29319, 1.63667, -2.52476], [0.32313, 1.43455, -3.77918], [1.19930, 0.48741, -3.68607], [1.50053, -0.17269, -2.60970], [1.92556, 0.12262, -4.94482], [1.64294, 0.76793, -6.14188], [2.29164, 0.40011, -7.31302], [3.23345, -0.62062, -7.30189], [3.52684, -1.26367, -6.10647], [2.87367, -0.89316, -4.93383], [-2.66785, 1.81885, 1.91673], [-3.84941, 2.34229, 0.70047], [-2.71397, 3.50948, 1.39712], [-2.97243, 3.23091, -1.39730], [-2.64942, 3.73273, -3.54397], [-2.15243, 2.27575, -4.43552], [-1.01062, 3.58617, -4.23851], [0.90444, 1.55972, -6.13890], [2.06030, 0.91220, -8.24148], [3.72872, -0.91745, -8.22007], [4.26417, -2.06002, -6.08475], [3.07980, -1.38974, -3.99500], [-5.38631, 0.05060, -1.74320], [-4.07582, -1.02367, -0.52685], [-4.56072, -1.62368, 0.62116], [-3.67638, -2.32597, 1.41911], [-4.48527, -3.28303, 3.10027], [-2.29490, -2.40676, 1.16167], [-1.37897, -3.16528, 1.92507], [-0.02129, -3.13928, 1.57706], [0.39964, -2.33822, 0.55016], [-0.42893, -1.57488, -0.21557], [-1.78804, -1.66855, 0.02680], [-2.71884, -1.08443, -0.84499], [-2.31770, -0.54560, -2.04493], [-5.61075, -1.56855, 0.87145], [-1.72913, -3.77867, 2.74306], [0.70260, -3.72822, 2.12958], [1.44774, -2.29478, 0.28032], [-2.91370, -3.06044, -3.63143], [-1.67483, -1.39697, -2.93024], [-0.80468, -1.87666, -2.50173], [-1.43949, -0.82986, -3.82038], [-1.03010, 0.09926, 3.95873], [-0.03741, 1.24288, 4.10717], [1.22192, 0.83633, 4.74780], [1.23737, 0.84726, 6.21413], [1.18355, -0.54581, 6.83224], [2.37628, 0.44497, 4.15614], [3.36814, 0.24051, 4.84607], [2.54490, 0.27718, 2.64686], [3.85595, 0.12348, 2.23327], [4.15606, 0.01095, 0.88724], [3.13046, 0.06536, -0.03347], [1.86750, 0.15560, 0.34635], [1.57097, 0.23774, 1.65816], [-1.92536, 0.42622, 3.42966], [-1.33635, -0.27706, 4.93999], [-0.60248, -0.73587, 3.40554], [-0.47377, 2.01200, 4.74346], [0.16642, 1.72791, 3.15620], [0.37704, 1.43202, 6.53548], [2.14061, 1.35374, 6.54727], [0.29032, -1.08447, 6.50844], [1.16721, -0.47001, 7.92275], [2.06344, -1.11744, 6.53959], [4.62584, 0.10631, 2.99373], [5.17804, -0.10489, 0.54993], [3.29080, 0.01944, -1.10400], [0.51718, 0.26379, 1.85585]],
  "atomic_forces_ev_per_a": [[0.8, -0.1, 0.7], [0.0, 0.2, 0.0], [0.3, 0.2, -0.1], [-0.6, -0.5, 0.2], [-0.1, 0.0, -0.2], [-0.5, 0.3, 0.1], [-0.1, 0.1, 0.0], [0.5, -0.6, -0.1], [-0.6, 0.3, 0.4], [0.5, -0.3, 0.0], [0.0, -0.3, -0.5], [0.0, -0.1, 0.2], [0.0, 0.1, -0.3], [-0.1, 0.1, 0.0], [0.0, -0.1, 0.1], [0.0, 0.0, 0.1], [0.1, -0.1, -0.1], [0.0, -0.1, 0.1], [0.0, 0.0, 0.0], [0.0, 0.0, 0.0], [0.0, 0.0, 0.0], [0.0, 0.0, 0.0], [0.0, 0.0, 0.0], [0.0, 0.0, 0.0], [0.0, 0.0, 0.0], [0.0, 0.0, 0.1], [0.0, 0.0, 0.1], [-0.1, 0.0, 0.0], [0.0, 0.0, 0.0], [0.1, 0.0, 0.0], [0.0, 0.1, 0.0], [0.0, 0.0, -0.1], [-0.1, 0.0, 0.1], [0.0, 0.0, 0.0], [0.3, 0.0, -0.1], [0.0, 0.1, 0.0], [0.0, 0.1, 0.0], [0.1, -0.2, -0.2], [0.1, 0.9, -0.2], [0.0, -0.3, 0.4], [0.1, -0.1, 0.0], [-0.2, -0.1, -0.3], [0.0, 0.0, 0.0], [0.0, 0.1, 0.0], [0.0, 0.0, -0.1], [-0.1, 0.0, 0.0], [0.0, 0.1, 0.1], [0.0, 0.1, 0.1], [0.1, -0.1, 0.0], [0.0, 0.1, 0.0], [0.0, -0.1, 0.1], [0.2, -0.2, 0.0], [-0.4, 0.1, 0.0], [0.0, -0.1, 0.0], [0.0, 0.0, 0.0], [0.0, 0.1, -0.4], [0.2, -0.2, 0.2], [-0.4, 0.1, 0.2], [0.6, 0.0, -0.1], [0.2, 0.0, 0.2], [0.3, -0.1, -0.3], [-1.2, 0.3, 0.3], [0.1, 0.0, -0.2], [0.0, 0.0, 0.0], [0.0, 0.0, -0.1], [0.0, -0.1, -0.1], [0.0, 0.1, 0.0], [0.0, -0.1, -0.1], [0.0, 0.0, 0.0], [0.1, 0.1, 0.0], [0.0, 0.0, 0.0], [0.0, 0.0, -0.1], [0.0, 0.0, 0.0], [0.0, 0.0, -0.1], [0.0, 0.0, 0.0], [0.0, 0.0, 0.0], [-0.2, 0.0, 0.0]]
}

---

(3)
{
  "formula": "H2",
  "method": "ωB97M-V with the def2-TZVPD basis set",
  "de_lowest_kj_mol": 79.51,
  "max_force_ev_per_a": 4.63,
  "gap_ev": 14.80,
  "homo_energy_ev": -13.07,
  "elements": ["H", "H"],
  "xyz": [[0.00000, 0.00000, 0.50763], [0.00000, 0.00000, -0.50763]],
  "atomic_forces_ev_per_a": [[0.0, 0.0, -4.6], [0.0, 0.0, 4.6]]
}